(1)
Molecular formula: C23H41BF4N11O3
Method: DFT, wB97M-V/def2-TZVPD

Atoms and positions in Å:
B1 0.25 -0.86 1.04
F1 -0.87 -0.19 1.55
F2 0.88 -1.52 2.08
F3 -0.13 -1.75 0.08
F4 1.11 0.03 0.45
C1 0.19 -5.01 0.87
O1 0.02 -6.22 1.09
N1 -0.78 -4.29 0.31
N2 1.17 -4.29 1.28
H1 -0.67 -3.30 0.16
H2 -1.62 -4.80 0.09
H3 1.12 -3.29 1.16
H4 2.02 -4.74 1.57
C2 4.26 -0.54 0.31
O2 5.44 -0.77 0.27
N3 3.69 0.58 0.06
N4 3.42 -1.49 0.62
H5 2.70 0.54 -0.13
H6 4.25 1.36 -0.25
H7 2.46 -1.20 0.69
H8 3.78 -2.41 0.85
C3 -2.29 -1.71 4.39
O3 -2.89 -2.12 5.36
N5 -1.37 -2.47 3.80
N6 -2.49 -0.64 3.74
H9 -1.20 -3.40 4.15
H10 -0.65 -2.02 3.25
H11 -1.93 -0.47 2.91
H12 -3.35 -0.12 3.90
C4 -1.80 2.35 -1.28
C5 -2.11 0.91 -1.70
C6 -1.07 0.27 -2.65
C7 -0.80 0.96 -3.96
N7 -0.63 1.50 -4.98
H13 -2.52 2.67 -0.53
H14 -1.79 3.07 -2.10
H15 -0.85 2.45 -0.75
H16 -3.10 0.68 -2.09
H17 -2.04 0.37 -0.76
H18 -1.31 -0.76 -2.90
H19 -0.08 0.30 -2.20
C8 -4.99 1.35 1.33
C9 -4.69 0.05 0.59
C10 -5.47 -1.17 1.12
C11 -6.94 -1.12 1.03
N8 -8.08 -1.15 0.96
H20 -4.36 2.14 0.91
H21 -4.59 1.27 2.34
H22 -6.04 1.64 1.33
H23 -3.61 -0.10 0.71
H24 -4.89 0.21 -0.46
H25 -5.28 -1.41 2.16
H26 -5.30 -2.08 0.53
N9 3.71 3.16 -3.22
C12 3.99 3.81 -2.04
C13 2.94 3.56 -1.18
C14 2.07 2.72 -1.90
C15 2.54 2.45 -3.16
H27 4.30 3.15 -4.04
H28 4.83 4.49 -1.97
H29 2.86 3.91 -0.16
H30 1.21 2.16 -1.57
H31 2.18 1.83 -3.97
N10 1.53 2.18 2.19
C16 2.50 2.87 2.93
C17 2.20 4.23 3.02
C18 1.03 4.38 2.28
C19 0.59 3.13 1.90
H32 1.55 1.21 1.89
H33 3.41 2.37 3.24
H34 2.89 4.95 3.42
H35 0.52 5.32 2.12
H36 -0.23 2.86 1.26
N11 1.56 -2.00 -2.19
C20 1.28 -3.12 -3.02
C21 1.84 -2.94 -4.31
C22 2.49 -1.73 -4.23
C23 2.38 -1.21 -2.93
H37 1.33 -1.92 -1.20
H38 0.64 -3.92 -2.68
H39 1.76 -3.53 -5.21
H40 3.04 -1.30 -5.06
H41 2.92 -0.36 -2.53

Results
HOMO level   -6.06 eV
Energy   -58606.5478 eV
Total charge   -1
LUMO energy   2.29 eV


(2)
Molecular formula: C21H34NO4P
Method: DFT, wB97M-V/def2-TZVPD

Atoms and positions in Å:
C1 3.51 4.68 1.34
N1 3.64 3.44 2.07
C2 4.97 2.99 2.38
C3 2.60 2.54 2.06
C4 1.32 2.91 1.61
C5 0.28 2.01 1.63
C6 0.45 0.71 2.10
C7 -0.68 -0.28 2.03
O1 -1.88 0.14 2.61
P1 -1.01 -0.55 0.22
O2 -1.86 0.51 -0.36
O3 0.44 -0.71 -0.42
C8 0.78 0.04 -1.59
C9 0.69 -0.85 -2.82
C10 1.12 -0.08 -4.06
C11 2.53 0.47 -3.89
C12 2.61 1.37 -2.66
C13 2.18 0.60 -1.41
O4 -1.61 -2.02 0.02
C14 -3.03 -2.20 -0.04
C15 -3.57 -2.52 1.35
C16 -5.08 -2.78 1.28
C17 -5.38 -3.91 0.31
C18 -4.83 -3.59 -1.08
C19 -3.33 -3.33 -1.01
C20 1.70 0.34 2.55
C21 2.76 1.23 2.53
H1 3.27 4.52 0.28
H2 4.44 5.24 1.40
H3 2.72 5.30 1.78
H4 5.34 2.24 1.67
H5 5.65 3.84 2.36
H6 5.00 2.56 3.38
H7 1.14 3.90 1.23
H8 -0.69 2.33 1.26
H9 -0.40 -1.22 2.51
H10 -2.22 0.87 2.08
H11 0.06 0.86 -1.69
H12 -0.33 -1.22 -2.93
H13 1.35 -1.72 -2.67
H14 1.08 -0.74 -4.94
H15 0.43 0.74 -4.23
H16 2.82 1.04 -4.78
H17 3.24 -0.36 -3.78
H18 3.62 1.75 -2.53
H19 1.94 2.22 -2.79
H20 2.20 1.24 -0.53
H21 2.86 -0.24 -1.23
H22 -3.48 -1.27 -0.40
H23 -3.35 -1.70 2.03
H24 -3.06 -3.41 1.72
H25 -5.45 -3.02 2.27
H26 -5.58 -1.87 0.95
H27 -6.46 -4.07 0.25
H28 -4.93 -4.83 0.67
H29 -5.03 -4.41 -1.77
H30 -5.33 -2.69 -1.47
H31 -2.94 -3.07 -2.00
H32 -2.81 -4.23 -0.67
H33 1.87 -0.66 2.91
H34 3.72 0.89 2.89

Results
HOMO level   -7.63 eV
Energy   -41300.9947 eV
LUMO energy   0.74 eV


(3)
Molecular formula: C4H7NO
Method: DFT, wB97M-V/def2-TZVPD

Atoms and positions in Å:
C1 1.60 -0.05 0.46
C2 0.35 -0.11 -0.41
C3 -0.91 -0.85 0.10
N1 -1.68 0.33 -0.29
C4 -0.58 1.11 -0.52
O1 -0.44 2.30 -0.71
H1 2.13 0.89 0.31
H2 1.35 -0.12 1.53
H3 2.28 -0.87 0.22
H4 0.61 -0.44 -1.43
H5 -0.89 -1.01 1.19
H6 -1.19 -1.77 -0.41
H7 -2.62 0.61 -0.04

Results
HOMO level   -9.73 eV
Energy   -7798.8111 eV
LUMO energy   0.98 eV


(4)
Molecular formula: C22H38BN2O10Tl
Method: DFT, wB97M-V/def2-TZVPD

Atoms and positions in Å:
Tl1 -0.66 1.69 -0.03
O1 -7.99 -0.33 -1.94
C1 -6.80 -0.51 -1.77
O2 -5.90 0.31 -1.15
B1 -4.55 -0.27 -1.32
O3 -4.75 -1.51 -2.10
C2 -5.99 -1.69 -2.36
O4 -6.40 -2.52 -3.13
O5 -3.89 -0.45 0.00
C3 -2.77 0.22 0.06
O6 -1.95 0.30 0.97
C4 -2.68 1.04 -1.28
O7 -3.73 0.68 -2.01
O8 -1.75 1.80 -1.60
C5 1.05 -2.28 -1.47
C6 1.38 -0.75 -1.17
C7 2.77 -0.48 -1.74
C8 2.81 -0.34 -3.28
C9 1.72 0.70 -3.68
C10 0.27 0.43 -3.18
N1 0.32 0.16 -1.66
O9 -0.92 -0.17 -1.13
C11 -0.53 1.72 -3.39
C12 -0.47 -0.55 -4.11
C13 1.54 -0.60 0.35
H1 0.89 -2.57 -2.51
H2 0.22 -2.66 -0.87
H3 1.82 -2.93 -1.05
H4 3.08 0.48 -1.32
H5 3.40 -1.35 -1.55
H6 2.46 -1.27 -3.74
H7 3.85 -0.29 -3.61
H8 1.64 0.89 -4.75
H9 2.12 1.65 -3.34
H10 -0.46 2.24 -4.35
H11 -1.53 1.57 -2.98
H12 -0.11 2.49 -2.73
H13 -0.24 -0.54 -5.17
H14 -0.17 -1.55 -3.77
H15 -1.56 -0.64 -4.02
H16 0.58 -0.93 0.76
H17 1.68 0.45 0.61
H18 2.29 -1.21 0.86
H19 -1.00 -1.03 -1.56
C14 2.06 1.88 4.18
C15 2.01 1.23 2.68
C16 2.85 -0.07 2.66
C17 2.19 -1.31 3.32
C18 0.81 -1.51 2.75
C19 -0.15 -0.24 2.70
N2 0.60 0.91 2.14
O10 -0.19 2.02 2.02
C20 -1.36 -0.75 1.93
C21 -0.73 0.09 4.12
C22 2.62 2.18 1.68
H20 1.76 1.17 4.95
H21 3.11 2.03 4.44
H22 1.58 2.85 4.09
H23 3.17 -0.40 1.68
H24 3.82 0.17 3.10
H25 2.86 -2.17 3.31
H26 2.14 -1.15 4.39
H27 0.42 -2.31 3.39
H28 1.05 -1.96 1.79
H29 -1.17 -1.01 0.89
H30 -2.12 0.04 1.99
H31 -1.77 -1.62 2.45
H32 -0.07 -0.30 4.89
H33 -1.79 -0.14 4.27
H34 -0.85 1.15 4.33
H35 1.95 3.05 1.62
H36 3.61 2.55 1.95
H37 2.75 1.98 0.62
H38 -0.26 2.25 2.95

Results
HOMO level   -14.43 eV
Energy   -52218.9014 eV
Total charge   +2
LUMO energy   -9.80 eV


(5)
Molecular formula: C5H6O2
Method: DFT, wB97M-V/def2-TZVPD

Atoms and positions in Å:
O1 2.06 0.64 -1.28
C1 1.05 0.33 -0.70
C2 0.61 -1.09 -0.33
C3 -0.73 -0.94 0.42
O2 -1.87 -0.15 0.07
C4 -0.83 0.48 0.82
C5 -0.02 1.28 -0.19
H1 1.35 -1.43 0.43
H2 0.72 -1.81 -1.15
H3 -1.11 -1.81 0.94
H4 -0.92 0.83 1.86
H5 0.36 2.24 0.17
H6 -0.67 1.45 -1.06

Results
HOMO level   -9.74 eV
Energy   -9375.3231 eV
LUMO energy   0.92 eV


(6)
Molecular formula: C27H57BrO4
Method: DFT, wB97M-V/def2-TZVPD

Atoms and positions in Å:
C1 -1.35 -1.33 2.90
C2 -1.83 -1.23 1.46
C3 -2.80 -0.06 1.16
Br1 -2.16 1.52 2.19
C4 -2.85 0.27 -0.34
O1 -2.02 1.33 -0.76
C5 -0.74 0.94 -1.20
C6 0.28 1.72 -0.32
O2 1.58 1.84 -0.93
C7 2.24 2.90 -0.37
C8 2.59 2.81 1.08
O3 2.49 3.84 -1.02
C9 -4.27 0.61 -0.81
C10 -4.94 1.70 0.04
C11 -6.42 1.43 0.33
C12 -7.02 2.39 1.36
C13 -6.72 1.91 2.81
C14 -6.65 3.85 1.16
O4 -4.16 0.88 -2.18
C15 -5.32 1.39 -2.79
H1 -2.15 -1.06 3.58
H2 -0.46 -0.76 3.09
H3 -1.12 -2.38 3.12
H4 -2.42 -2.13 1.28
H5 -1.00 -1.23 0.75
H6 -3.76 -0.30 1.59
H7 -2.58 -0.64 -0.87
H8 -0.52 1.23 -2.23
H9 -0.51 -0.11 -1.06
H10 0.37 1.22 0.64
H11 -0.18 2.69 -0.12
H12 2.03 3.54 1.65
H13 2.33 1.83 1.47
H14 3.64 3.00 1.25
H15 -4.86 -0.32 -0.66
H16 -4.48 1.81 1.01
H17 -4.87 2.67 -0.42
H18 -7.00 1.53 -0.59
H19 -6.53 0.39 0.66
H20 -8.10 2.33 1.25
H21 -6.47 2.76 3.43
H22 -7.62 1.47 3.22
H23 -5.92 1.18 2.84
H24 -7.16 4.31 0.32
H25 -6.93 4.39 2.06
H26 -5.58 4.01 1.05
H27 -5.15 1.35 -3.86
H28 -6.21 0.82 -2.58
H29 -5.46 2.45 -2.57
C16 2.02 -2.78 -6.37
C17 2.20 -3.36 -4.97
C18 0.97 -3.18 -4.07
C19 0.58 -1.74 -3.79
C20 1.66 -0.88 -3.14
C21 2.09 -1.39 -1.76
H30 1.86 -1.70 -6.34
H31 2.91 -2.96 -6.97
H32 1.17 -3.24 -6.87
H33 3.08 -2.91 -4.49
H34 2.42 -4.42 -5.06
H35 1.15 -3.71 -3.13
H36 0.12 -3.69 -4.54
H37 -0.31 -1.74 -3.14
H38 0.26 -1.25 -4.72
H39 1.29 0.14 -3.03
H40 2.54 -0.81 -3.79
H41 1.24 -1.43 -1.08
H42 2.83 -0.72 -1.33
H43 2.53 -2.38 -1.82
C22 8.15 -0.32 2.84
C23 6.76 0.20 3.21
C24 5.93 -0.80 4.02
C25 5.62 -2.11 3.29
C26 4.88 -1.96 1.96
C27 3.50 -1.31 2.11
H44 8.09 -1.20 2.20
H45 8.71 0.45 2.30
H46 8.71 -0.59 3.73
H47 6.22 0.49 2.31
H48 6.87 1.11 3.81
H49 5.00 -0.32 4.32
H50 6.46 -1.04 4.94
H51 5.02 -2.74 3.96
H52 6.55 -2.67 3.11
H53 4.75 -2.95 1.52
H54 5.48 -1.38 1.26
H55 2.87 -1.89 2.78
H56 3.00 -1.26 1.14
H57 3.57 -0.29 2.50

Results
HOMO level   -9.79 eV
Energy   -107155.3089 eV
LUMO energy   0.53 eV


(7)
Molecular formula: C4H11NO3
Method: DFT, wB97M-V/def2-TZVPD

Atoms and positions in Å:
C1 -1.49 1.49 0.30
C2 -0.47 0.46 0.74
C3 -1.06 -0.75 1.45
O1 0.67 0.87 1.13
H1 -1.83 2.07 1.16
H2 -1.02 2.17 -0.42
H3 -2.35 1.01 -0.17
H4 -0.28 -1.51 1.55
H5 -1.90 -1.16 0.89
H6 -1.41 -0.46 2.44
N1 -0.04 -1.39 -1.69
O2 0.29 -0.09 -1.16
C4 1.96 0.29 -1.08
O3 2.61 -0.65 -0.33
H7 -0.99 -1.53 -1.34
H8 0.59 -2.01 -1.17
H9 2.20 0.19 -2.14
H10 2.04 1.32 -0.74
H11 2.51 -0.33 0.59

Results
HOMO level   -8.77 eV
Energy   -11955.4892 eV
LUMO energy   0.81 eV


(8)
Molecular formula: CH2O4S
Method: DFT, wB97M-V/def2-TZVPD

Atoms and positions in Å:
C1 -0.49 0.22 -2.17
O1 -1.29 0.88 -2.64
O2 0.81 -1.25 0.41
O3 0.75 1.20 0.47
O4 -1.43 -0.08 0.40
S1 -0.07 0.06 0.82
H1 1.77 -1.03 0.41
H2 -0.04 0.00 2.30

Results
HOMO level   -11.84 eV
Energy   -20093.0230 eV
LUMO energy   0.26 eV